1.
Below is 2 unconnected molecules or ions with the total composition C4H12NO2 in a non-equilibrium geometry, with properties calculated with ωB97M-V with the def2-TZVPD basis set.

Last columns: bonded neighbours and bond lengths (Å).
Element x y z (Å)
1 C 1.796 -0.011 0.831  N2 1.475, H5 1.104, H6 1.069, H7 1.162
2 N 0.723 0.183 -0.163  C1 1.475, C3 1.698, H8 1.057
3 C 1.080 1.676 -0.888  N2 1.698, O4 1.295, H9 1.136, H10 1.124
4 O 2.193 1.652 -1.549  C3 1.295
5 H 2.796 0.029 0.364  C1 1.104
6 H 1.749 -0.973 1.297  C1 1.069
7 H 1.766 0.828 1.634  C1 1.162
8 H 1.064 -0.424 -0.958  N2 1.057
9 H 0.909 2.381 -0.014  C3 1.136
10 H 0.138 1.857 -1.474  C3 1.124
11 C -1.766 -1.344 0.988  O12 1.402, C13 1.489, H14 1.160, H15 1.094
12 O -1.635 0.051 0.937  C11 1.402, H16 0.984
13 C -2.251 -1.870 -0.318  C11 1.489, H17 1.077, H18 1.122, H19 1.108
14 H -0.737 -1.758 1.326  C11 1.160
15 H -2.481 -1.652 1.757  C11 1.094
16 H -0.821 0.240 0.417  O12 0.984
17 H -1.468 -1.813 -1.056  C13 1.077
18 H -2.415 -2.980 -0.301  C13 1.122
19 H -3.176 -1.348 -0.633  C13 1.108

Properties
Highest occupied orbital energy = -3.124 eV
Gap between HOMO and LUMO = 7.0003 eV
ΔE to the lowest compared entry with this formula, charge and spin = 133.40 kJ/mol
Total charge = -1
Maximum force = 2.50 eV/A
Electronic energy = -9926.841 eV
LUMO energy = 3.877 eV

natural (NBO) population analysis, charges in e, atoms 1 to 6: number 1, C, carries -0.425; number 2, N, carries -0.761; number 3, C, carries 0.172; number 4, O, carries -0.890; number 5, H, carries 0.190; number 6, H, carries 0.163

***

2.
Below is 2 unconnected molecules or ions with the total composition C4H12NO2 in a non-equilibrium geometry, with properties calculated with ωB97M-V with the def2-TZVPD basis set.

Last columns: bonded neighbours and bond lengths (Å).
Element x y z (Å)
1 C -0.575 1.738 -0.725  N2 1.441, H7 1.117, H8 1.148, H9 1.091
2 N -0.108 1.021 0.433  C1 1.441, C4 1.473, H10 1.165
3 C 1.849 0.420 -1.070  C4 1.533, H11 1.184, H12 1.036, H13 1.110
4 C 0.990 0.080 0.152  N2 1.473, C3 1.533, C5 1.594, H14 1.161
5 C 0.227 -1.319 0.109  C4 1.594, O6 1.342, H15 1.166, H16 1.148
6 O -0.242 -1.909 1.220  C5 1.342
7 H -0.006 2.693 -0.618  C1 1.117
8 H -0.318 1.005 -1.571  C1 1.148
9 H -1.642 1.880 -0.546  C1 1.091
10 H -0.945 0.409 0.965  N2 1.165
11 H 2.747 -0.322 -0.855  C3 1.184
12 H 2.127 1.418 -1.047  C3 1.036
13 H 1.355 0.093 -2.009  C3 1.110
14 H 1.639 0.051 1.115  C4 1.161
15 H 0.949 -1.982 -0.522  C5 1.166
16 H -0.688 -1.023 -0.518  C5 1.148
17 H -1.687 -1.339 1.529  O19 1.028
18 H -3.009 -1.823 2.234  O19 0.955
19 O -2.665 -1.091 1.724  H17 1.028, H18 0.955

Properties
Highest occupied orbital energy = -3.115 eV
Gap between HOMO and LUMO = 7.1978 eV
ΔE to the lowest compared entry with this formula, charge and spin = 193.63 kJ/mol
Total charge = -1
Maximum force = 4.76 eV/A
Electronic energy = -9926.217 eV
LUMO energy = 4.082 eV

natural (NBO) population analysis, charges in e, atoms 1 to 6: number 1, C, carries -0.441; number 2, N, carries -0.680; number 3, C, carries -0.638; number 4, C, carries -0.093; number 5, C, carries -0.009; number 6, O, carries -0.920

***

3.
Below is 3 unconnected molecules or ions with the total composition C4H12NO2 in a non-equilibrium geometry, with properties calculated with ωB97M-V with the def2-TZVPD basis set.

Last columns: bonded neighbours and bond lengths (Å).
Element x y z (Å)
1 C -1.811 0.725 -0.265  N2 1.310, C4 1.877, H7 1.191, H9 1.147
2 N -1.585 -0.350 0.451  C1 1.310, C4 1.520
3 C 0.733 -1.198 0.577  C4 1.557, H11 1.084, H12 1.092, H13 1.079
4 C -0.234 -0.293 -0.242  C1 1.877, N2 1.520, C3 1.557, C5 1.603, H14 1.116
5 C 0.563 1.057 -0.577  C4 1.603, O6 1.345, H15 1.114, H16 1.101
6 O 1.809 0.892 -1.056  C5 1.345, H18 1.101
7 H -2.239 0.822 -1.372  C1 1.191
8 H -3.754 -1.326 0.517  H10 0.746
9 H -1.797 1.807 0.116  C1 1.147
10 H -3.828 -1.706 -0.121  H8 0.746
11 H 0.299 -2.140 0.894  C3 1.084
12 H 0.857 -0.630 1.502  C3 1.092
13 H 1.621 -1.453 0.019  C3 1.079
14 H -0.486 -0.906 -1.139  C4 1.116
15 H 0.447 1.697 0.328  C5 1.114
16 H -0.043 1.493 -1.387  C5 1.101
17 H 3.963 0.636 0.996  O19 0.963
18 H 2.434 0.544 -0.218  O6 1.101
19 O 3.050 0.329 0.976  H17 0.963

Properties
Highest occupied orbital energy (alpha / beta) = -7.513 / -7.507 eV
2S+1 = 2
Gap between HOMO and LUMO (alpha / beta) = 5.3352 / 4.2039 eV
ΔE to the lowest compared entry with this formula, charge and spin = 663.09 kJ/mol
Total charge = 0
Maximum force = 3.60 eV/A
Electronic energy = -9918.748 eV
LUMO energy (alpha / beta) = -2.178 / -3.303 eV

natural (NBO) population analysis, charges in e, atoms 1 to 6: number 1, C, carries 0.089; number 2, N, carries -0.141; number 3, C, carries -0.559; number 4, C, carries -0.194; number 5, C, carries -0.017; number 6, O, carries -0.717

***

4.
Below is 2 unconnected molecules or ions with the total composition C4H12NO2 in a non-equilibrium geometry, with properties calculated with ωB97M-V with the def2-TZVPD basis set.

Last columns: bonded neighbours and bond lengths (Å).
Element x y z (Å)
1 C 1.519 0.101 -0.837  C2 1.545, H7 1.092, H8 1.080, H9 1.080
2 C -0.003 -0.092 -1.016  C1 1.545, C3 1.550, N6 1.507, H10 1.094
3 C -0.509 -1.445 -0.454  C2 1.550, C4 1.502, H11 1.085, H12 1.094
4 C -1.673 -1.452 0.496  C3 1.502, O5 1.205, H13 1.100
5 O -2.047 -0.488 1.115  C4 1.205
6 N -0.718 1.065 -0.366  C2 1.507, H14 1.016, H15 1.020, H16 0.985
7 H 1.702 1.151 -1.075  C1 1.092
8 H 1.843 -0.097 0.174  C1 1.080
9 H 2.090 -0.370 -1.624  C1 1.080
10 H -0.097 -0.041 -2.105  C2 1.094
11 H -0.687 -2.145 -1.263  C3 1.085
12 H 0.344 -1.862 0.089  C3 1.094
13 H -2.146 -2.442 0.565  C4 1.100
14 H -0.955 1.756 -1.072  N6 1.016
15 H -1.572 0.756 0.097  N6 1.020
16 H -0.174 1.569 0.282  N6 0.985
17 H 0.294 1.369 2.599  O19 0.969
18 H 1.795 1.334 2.466  O19 0.964
19 O 0.994 1.333 1.930  H17 0.969, H18 0.964

Properties
Highest occupied orbital energy = -14.618 eV
Gap between HOMO and LUMO = 11.4361 eV
ΔE to the lowest compared entry with this formula, charge and spin = 118.64 kJ/mol
Total charge = +1
Maximum force = 2.61 eV/A
Electronic energy = -9921.000 eV
LUMO energy = -3.182 eV

natural (NBO) population analysis, charges in e, atoms 1 to 6: number 1, C, carries -0.623; number 2, C, carries -0.044; number 3, C, carries -0.558; number 4, C, carries 0.476; number 5, O, carries -0.548; number 6, N, carries -0.690

***

5.
Below is 2 unconnected molecules or ions with the total composition C4H12NO2, with properties calculated with ωB97M-V with the def2-TZVPD basis set.

Last columns: bonded neighbours and bond lengths (Å).
Element x y z (Å)
1 C -0.021 -1.207 0.768  C2 1.515, N4 1.513, H5 1.087, H6 1.085
2 C 0.882 -0.877 -0.402  C1 1.515, C3 1.527, H7 1.090, H8 1.091
3 C 0.379 -1.520 -1.692  C2 1.527, H9 1.085, H10 1.092, H11 1.083
4 N 0.222 -0.268 1.931  C1 1.513, H12 1.019, H13 1.035, H14 1.023
5 H -1.064 -1.043 0.507  C1 1.087
6 H 0.125 -2.215 1.143  C1 1.085
7 H 1.923 -1.142 -0.220  C2 1.090
8 H 0.894 0.210 -0.498  C2 1.091
9 H 0.103 -2.560 -1.544  C3 1.085
10 H -0.495 -0.987 -2.072  C3 1.092
11 H 1.172 -1.510 -2.428  C3 1.083
12 H 1.191 -0.280 2.244  N4 1.019
13 H -0.082 0.688 1.676  N4 1.035
14 H -0.331 -0.603 2.724  N4 1.023
15 O -0.555 2.243 1.013  C16 1.202
16 C -0.741 2.670 -0.095  O15 1.202, O17 1.326, H18 1.101
17 O -1.881 2.493 -0.749  C16 1.326, H19 0.969
18 H 0.014 3.285 -0.609  C16 1.101
19 H -1.736 2.623 -1.699  O17 0.969

Properties
Highest occupied orbital energy = -15.264 eV
Gap between HOMO and LUMO = 12.1887 eV
ΔE to the lowest compared entry with this formula, charge and spin = 53.83 kJ/mol
Total charge = +1
Maximum force = 0.77 eV/A
Electronic energy = -9921.672 eV
LUMO energy = -3.076 eV

natural (NBO) population analysis, charges in e, atoms 1 to 6: number 1, C, carries -0.211; number 2, C, carries -0.422; number 3, C, carries -0.607; number 4, N, carries -0.686; number 5, H, carries 0.224; number 6, H, carries 0.226

***

6.
Below is 2 unconnected molecules or ions with the total composition C4H12NO2 in a non-equilibrium geometry, with properties calculated with ωB97M-V with the def2-TZVPD basis set.

Last columns: bonded neighbours and bond lengths (Å).
Element x y z (Å)
1 C -0.887 -0.157 1.261  C2 1.585, N6 1.526, H7 1.151, H8 1.102
2 C -0.201 1.214 0.861  C1 1.585, C3 1.505, H9 1.066, H10 1.111
3 C 1.172 1.124 0.252  C2 1.505, C4 1.556, H11 1.110, H12 1.160
4 C 1.999 -0.186 0.405  C3 1.556, O5 1.237, H13 1.050
5 O 1.448 -1.292 0.343  C4 1.237
6 N -1.520 -0.814 0.038  C1 1.526, H14 1.078, H15 1.040, H16 1.059
7 H -0.112 -0.824 1.789  C1 1.151
8 H -1.638 -0.021 2.058  C1 1.102
9 H -0.966 1.788 0.388  C2 1.066
10 H -0.213 1.617 1.896  C2 1.111
11 H 0.877 1.432 -0.772  C3 1.110
12 H 1.786 2.075 0.505  C3 1.160
13 H 2.978 -0.029 0.751  C4 1.050
14 H -0.757 -1.382 -0.469  N6 1.078
15 H -1.959 -0.163 -0.644  N6 1.040
16 H -2.175 -1.559 0.407  N6 1.059
17 H -1.786 0.387 -3.103  O19 0.941
18 H -0.237 0.450 -2.490  O19 1.006
19 O -1.154 0.037 -2.499  H17 0.941, H18 1.006

Properties
Highest occupied orbital energy = -14.259 eV
Gap between HOMO and LUMO = 10.9056 eV
ΔE to the lowest compared entry with this formula, charge and spin = 216.92 kJ/mol
Total charge = +1
Maximum force = 4.88 eV/A
Electronic energy = -9919.982 eV
LUMO energy = -3.353 eV

natural (NBO) population analysis, charges in e, atoms 1 to 6: number 1, C, carries -0.236; number 2, C, carries -0.415; number 3, C, carries -0.560; number 4, C, carries 0.462; number 5, O, carries -0.547; number 6, N, carries -0.720